1.
ORCA calculation (ωB97M-V/def2-TZVPD) on a gas-phase ion, C3H8NOSe (charge +1) in a non-equilibrium geometry.

Summary:
SMILES = O[C@H]1[NH2+]CC[Se]1
LUMO energy = -3.496 eV
Kohn-Sham gap = 0.366 Ha

ORCA input file:
```
! RIJCOSX wB97M-V def2-TZVPD def2/J DEFGRID3
* xyz 1 1
O 0.625 -2.189 0.566
C 0.772 -1.016 -0.707
N -0.554 -0.320 -0.515
C -0.339 0.664 0.596
C 0.795 1.488 0.241
Se 2.163 0.239 -0.304
H 1.146 -3.043 0.335
H 0.759 -1.679 -1.669
H -1.117 -1.074 -0.095
H -1.012 0.033 -1.398
H -0.256 -0.083 1.504
H -1.130 1.319 0.660
H 0.437 2.219 -0.432
H 1.122 2.248 1.021
*
```

2.
ORCA calculation (ωB97M-V/def2-TZVPD) on 2 unconnected molecules or ions with the total composition C3H8NS in a non-equilibrium geometry.

Summary:
LUMO energy = 3.984 eV
Kohn-Sham gap = 0.228 Ha

ORCA input file:
```
! RIJCOSX wB97M-V def2-TZVPD def2/J DEFGRID3
* xyz -1 1
C 1.348 -2.071 -1.218
S 1.896 -0.309 -1.200
H 0.362 -2.146 -0.752
H 2.070 -2.687 -0.680
H 1.254 -2.434 -2.243
C -1.352 0.632 1.478
C -0.123 1.998 0.026
N -0.381 1.696 1.227
H -0.950 -0.371 1.645
H -2.034 1.010 2.236
H -1.954 0.526 0.566
H -0.043 2.996 -0.392
H -0.093 1.160 -0.692
*
```

3.
ORCA calculation (ωB97M-V/def2-TZVPD) on 2 unconnected molecules or ions with the total composition C3H8NS.

Summary:
LUMO energy = 4.236 eV
Kohn-Sham gap = 0.251 Ha

ORCA input file:
```
! RIJCOSX wB97M-V def2-TZVPD def2/J DEFGRID3
* xyz -1 1
C 1.809 1.271 -0.058
C 1.292 -0.152 0.155
S 0.282 -0.302 1.662
H 2.439 1.564 0.784
H 0.952 1.946 -0.094
H 2.399 1.385 -0.978
H 2.143 -0.841 0.193
H 0.692 -0.446 -0.714
C -2.664 -0.678 -0.396
N -2.153 -1.788 -0.082
H -3.484 -0.634 -1.119
H -2.297 0.264 0.028
H -1.409 -1.588 0.619
*
```

4.
ORCA calculation (ωB97M-V/def2-TZVPD) on 2 unconnected molecules or ions with the total composition C3H8O in a non-equilibrium geometry.

Summary:
LUMO energy (spin up / spin down) = -0.335 / -0.955 eV
Kohn-Sham gap (spin up / spin down) = 0.332 / 0.281 Ha

ORCA input file:
```
! RIJCOSX wB97M-V def2-TZVPD def2/J DEFGRID3
* xyz 0 1
C -0.390 -0.276 0.030
C 2.000 0.148 0.207
C -1.828 0.097 -0.272
O 0.363 -0.550 -1.048
H -0.358 -1.038 0.831
H 0.222 0.559 0.631
H 2.086 0.254 1.283
H 2.047 1.044 -0.395
H 2.424 -0.761 -0.187
H -2.314 -0.759 -0.749
H -2.382 0.347 0.637
H -1.869 0.935 -0.968
*
```

5.
ORCA calculation (ωB97M-V/def2-TZVPD) on 2 unconnected molecules or ions with the total composition C3H8O in a non-equilibrium geometry.

Summary:
SMILES = C=CO.C
LUMO energy = 0.535 eV
Kohn-Sham gap = 0.346 Ha

ORCA input file:
```
! RIJCOSX wB97M-V def2-TZVPD def2/J DEFGRID3
* xyz 0 1
C 2.803 -1.460 2.286
C 1.827 -1.143 1.352
O 1.467 0.138 1.129
H 2.986 -2.519 2.403
H 3.412 -0.702 2.553
H 1.250 -1.957 0.821
H 1.106 0.216 0.213
C -2.951 1.551 -2.178
H -2.915 0.433 -2.165
H -2.236 1.790 -2.978
H -2.751 1.730 -1.049
H -3.999 1.922 -2.386
*
```

6.
ORCA calculation (ωB97M-V/def2-TZVPD) on 2 unconnected molecules or ions with the total composition C3H8O2.

Summary:
SMILES = O=CO.CC
LUMO energy = 0.701 eV
Kohn-Sham gap = 0.432 Ha

ORCA input file:
```
! RIJCOSX wB97M-V def2-TZVPD def2/J DEFGRID3
* xyz 0 1
O 1.621 -5.158 0.797
C 2.001 -4.279 0.071
O 2.211 -3.007 0.443
H 2.225 -4.424 -0.983
H 2.011 -2.945 1.394
C -0.733 2.218 -0.744
C -1.757 2.714 0.289
H -1.068 2.480 -1.740
H 0.219 2.733 -0.597
H -0.671 1.142 -0.619
H -2.172 1.874 0.827
H -2.585 3.261 -0.145
H -1.303 3.392 1.007
*
```

Calculated values (kJ/mol) of energy relative to the best compared isomer or geometry (same formula, charge and spin) for the records, taken in order: 221.8 217.5 70.6 476.2 164.5 50.3.
Calculated values (eV) of energy for the records, taken in order: -72115.35749 -15564.78859 -15566.31048 -5283.21479 -5286.44588 -7335.52936.